Record 1
Computed, not measured: a structure of composition C14H35N3NdS2, with ωB97M-V with the def2-TZVPD basis set.

Computed properties:
- E_tot (hartree) = -2075.47294
- charge = +3
- spin multiplicity = 4

```
55
C14H35N3NdS2 (ωB97M-V with the def2-TZVPD basis set)
Nd 0.20691 0.29172 -0.06697
S -1.12085 2.70839 -0.62602
S -0.98013 -2.30544 -0.36687
C -2.96515 2.68499 -0.63191
C -0.90816 2.62544 -2.48010
C -1.30946 1.29793 -3.11666
N -0.57240 0.12175 -2.55519
C -1.23734 -1.15728 -2.95531
C -0.65770 -2.33921 -2.18553
H 0.14512 2.86640 -2.69583
H -1.54076 3.41845 -2.90486
H -1.09466 1.34758 -4.19395
H -2.38327 1.12630 -3.00044
H -1.06143 -1.32341 -4.02423
H -2.31927 -1.06559 -2.79597
H 0.43059 -2.38099 -2.29057
H -1.09491 -3.27446 -2.54807
C -2.80763 -2.40709 -0.37419
H 0.32534 0.11515 -3.05275
H -3.28386 -1.52519 -0.83050
H -3.15448 -2.48460 0.67185
H -3.12521 -3.32064 -0.91025
H -3.30504 2.75360 0.40675
H -3.29484 1.74902 -1.08228
H -3.34466 3.55417 -1.18975
C 3.96688 0.08404 -1.63592
C 4.61133 0.13737 -0.44847
H 3.61819 1.00011 -2.12695
H 3.94838 -0.83400 -2.23867
H 4.80548 1.10097 0.05715
H 5.08740 -0.73657 0.03556
C 2.51079 0.63456 1.16728
N 1.83503 -0.65983 1.39507
C 2.55476 -1.84219 0.84688
C 1.42872 -0.80274 2.83880
C -0.10589 -0.84604 2.98257
N -0.79097 0.27543 2.28945
C -2.25558 0.02298 2.36933
C -0.53534 1.57301 2.97836
H 2.59366 0.85277 0.07416
H 3.51017 0.65764 1.63608
H 1.94866 1.47867 1.61512
H 3.51650 -2.03533 1.35569
H 1.89509 -2.71208 0.95802
H 2.76315 -1.72291 -0.22685
H 1.88222 -1.74161 3.20051
H 1.86291 0.04176 3.41068
H -0.48934 -1.78540 2.54114
H -0.37286 -0.82412 4.04215
H -2.56249 -0.08985 3.43122
H -2.83172 0.84868 1.92017
H -2.50459 -0.90936 1.84025
H 0.50254 1.90424 2.87506
H -1.18895 2.37048 2.55638
H -0.75089 1.48233 4.05933
```



Record 2
Computed, not measured: a cluster of 3 separate species, C14H35N3O4P in total, with ωB97M-V with the def2-TZVPD basis set.

Computed properties:
- E_tot (hartree) = -1361.11786
- charge = -1
- spin multiplicity = 1

```
57
C14H35N3O4P (ωB97M-V with the def2-TZVPD basis set)
O 3.95016 1.99684 -1.09566
C 4.38134 1.83198 -2.25574
O 5.40915 1.23810 -2.66165
C 3.50200 2.46153 -3.37872
N 2.13459 2.73535 -2.89023
P 0.93074 1.87874 -3.68576
O 1.12265 0.34911 -3.08472
O -0.31891 2.24924 -2.66648
H 3.50890 1.79276 -4.24646
H 3.96008 3.40169 -3.70680
H 2.13825 2.47006 -1.89823
H 1.58756 -0.19836 -3.72904
H -0.30258 3.21545 -2.60046
C -5.82719 0.70074 1.32544
C -4.45945 0.30225 0.78928
N -3.77332 1.38929 0.12051
C -2.61738 0.96075 -0.65770
C -1.43407 0.34347 0.08102
C -3.59324 2.59347 0.91049
C -2.85089 2.47325 2.24881
H -6.43052 1.15388 0.53720
H -6.35148 -0.18175 1.69615
H -5.75475 1.40848 2.15233
H -4.59021 -0.49447 0.05178
H -3.87271 -0.13816 1.61299
H -2.26022 1.80802 -1.24185
H -2.97870 0.23367 -1.39253
H -0.85733 1.08534 0.63174
H -0.75536 -0.10610 -0.64629
H -1.74707 -0.43866 0.77708
H -4.58065 3.02150 1.10836
H -3.08483 3.32587 0.27895
H -3.22045 1.63514 2.84222
H -3.00363 3.38219 2.83518
H -1.77782 2.34660 2.11685
C 3.28369 -4.49179 1.03636
C 3.19465 -2.97428 1.12277
N 2.27898 -2.40467 0.15710
C 2.40867 -0.95860 0.00546
C 2.08621 -0.08741 1.22264
C 0.92399 -2.91806 0.19886
C 0.14819 -2.80790 1.52045
H 3.50509 -4.80307 0.01433
H 4.08191 -4.85396 1.68698
H 2.35909 -4.97842 1.35166
H 4.18046 -2.55213 0.91294
H 2.95682 -2.69444 2.16390
H 1.79462 -0.64802 -0.84192
H 3.43730 -0.74133 -0.29301
H 1.02005 -0.03920 1.43248
H 2.42910 0.92994 1.02418
H 2.59698 -0.43922 2.12191
H 0.94873 -3.97414 -0.08848
H 0.36110 -2.41771 -0.59324
H 0.74747 -3.14162 2.36973
H -0.74196 -3.44096 1.47772
H -0.18378 -1.79023 1.71914
```



Record 3
Computed, not measured: a structure of composition C14H36CuN2O6, with ωB97M-V with the def2-TZVPD basis set.

Computed properties:
- charge = -1
- spin multiplicity = 1
- ΔE to the lowest compared entry with this formula, charge and spin (kcal per mole) = 73.5

```
59
C14H36CuN2O6 (ωB97M-V with the def2-TZVPD basis set)
Cu 9.38120 1.08734 15.89430
C 5.95706 5.74886 14.76997
O 5.99427 4.51936 15.40467
H 5.04831 6.14437 15.22367
H 6.80760 6.34724 15.09648
H 5.83240 5.79730 13.68820
C 9.13996 -2.06460 21.15514
O 8.61843 -1.01064 20.37397
H 9.46534 -1.83218 22.16915
H 8.46397 -2.90396 21.31827
H 10.03642 -2.36658 20.61360
C 1.39657 1.15090 8.65632
O 2.63601 0.62848 9.09731
C 3.48599 0.18660 8.05107
C 4.93493 -0.28071 8.51704
N 5.70581 0.85774 9.01476
C 6.02884 1.92962 8.11277
C 6.56284 1.53876 6.64867
O 7.73955 0.85455 6.62064
C 8.48063 0.71466 5.38209
H 0.96360 1.84832 9.37342
H 0.68444 0.32570 8.65160
H 1.48714 1.53072 7.63867
H 3.51277 0.88960 7.21850
H 3.10516 -0.78034 7.72227
H 5.47454 -0.69759 7.66667
H 4.75951 -1.14267 9.16075
H 6.43069 0.48984 9.61417
H 6.68450 2.65266 8.59796
H 5.29601 2.71586 7.93144
H 6.63833 2.49284 6.12703
H 5.81843 1.04577 6.02343
H 9.12103 1.57249 5.17690
H 7.83514 0.79424 4.50739
H 9.11896 -0.16026 5.25900
C 14.99303 7.51736 15.30885
O 14.01687 6.37781 15.03930
C 14.47242 5.18985 15.62298
C 13.39568 4.20000 15.80479
N 12.85966 3.77579 14.51357
C 13.75462 2.89842 13.82418
C 13.07131 1.96993 12.69641
O 11.84718 1.39071 13.03767
C 11.66049 0.15197 12.35624
H 14.63886 8.13799 16.13195
H 15.12272 8.08575 14.38787
H 15.99762 7.10889 15.41863
H 14.75750 5.50951 16.62529
H 15.41665 4.74368 15.31080
H 12.67958 4.70992 16.44923
H 13.63462 3.35577 16.45153
H 12.80338 4.64724 14.00612
H 14.29821 2.20710 14.46814
H 14.50602 3.46617 13.27540
H 13.76290 1.14326 12.53389
H 13.15871 2.34199 11.67561
H 10.72025 -0.27312 12.70744
H 12.42481 -0.54425 12.70149
H 11.75976 0.16390 11.27083
```



Record 4
Computed, not measured: a structure of composition C14H36HgOSbSi3, with ωB97M-V with the def2-TZVPD basis set.

Computed properties:
- spin multiplicity = 2
- ΔE to the lowest compared entry with this formula, charge and spin (kcal per mole) = 0.0

```
56
C14H36HgOSbSi3 (ωB97M-V with the def2-TZVPD basis set)
Hg -0.12967 -1.70410 1.21866
C 5.87896 1.19985 0.13585
Si 5.06154 -0.24290 -0.74439
C 5.92291 -0.54099 -2.38585
C 5.23752 -1.78388 0.31064
Sb 2.56315 0.25773 -0.90965
Si 2.67522 2.49919 -2.13279
C 1.11874 2.66560 -3.17374
C 4.17055 2.72755 -3.24519
C 2.69254 3.82782 -0.80914
Si 2.05923 -1.21238 -2.93031
C 2.66928 -2.94396 -2.54078
C 0.19301 -1.24136 -3.11592
C 2.82774 -0.63078 -4.54084
H 6.93599 0.98821 0.31888
H 5.40052 1.38574 1.09964
H 5.81879 2.11903 -0.45008
H 6.98920 -0.71453 -2.21397
H 5.82299 0.31178 -3.05902
H 5.52086 -1.42193 -2.89158
H 6.29152 -2.04318 0.44288
H 4.73462 -2.63816 -0.14761
H 4.79760 -1.63081 1.29791
H 1.21971 2.13678 -4.12392
H 0.91573 3.71653 -3.39786
H 0.25408 2.24928 -2.65162
H 4.20770 1.96368 -4.02393
H 5.10707 2.68697 -2.68636
H 4.11648 3.70494 -3.73384
H 1.80271 3.75803 -0.18042
H 2.71521 4.82455 -1.25835
H 3.56704 3.72767 -0.16253
H 2.24517 -3.30267 -1.60032
H 3.75766 -2.97349 -2.45103
H 2.37935 -3.64180 -3.33093
H -0.27093 -1.59336 -2.19118
H -0.11058 -1.90693 -3.92872
H -0.20068 -0.24393 -3.32542
H 3.91307 -0.54588 -4.46476
H 2.43265 0.34136 -4.84098
H 2.59756 -1.34335 -5.33834
O -3.20131 -3.09989 -1.63548
C -3.03955 -2.01698 -1.37960
C -2.86958 2.61614 -1.86188
C -2.11304 2.66761 -0.53334
C -1.40562 4.01018 -0.34979
C -1.16753 1.52779 -0.40167
H -3.62151 3.40542 -1.91504
H -3.37317 1.65644 -1.98958
H -2.18051 2.74956 -2.69933
H -2.86374 2.58022 0.26992
H -0.67213 4.16654 -1.14453
H -0.88063 4.05157 0.60638
H -2.11827 4.83616 -0.38109
H -0.28542 1.59845 0.22153
H -1.40577 0.56274 -0.83309
```



Number 1: maximum force 1.5 eV Å⁻¹, M 453.83 g/mol. Number 2: maximum force 0.8 eV Å⁻¹, M 340.43 g/mol. Number 3: maximum force 3.4 eV Å⁻¹, M 392.00 g/mol. Number 4: maximum force 0.1 eV Å⁻¹, M 627.05 g/mol.